Below is an isolated molecule of C4H7ClOS2 in a non-equilibrium geometry, with properties calculated with ωB97M-V with the def2-TZVPD basis set.

E_HOMO, eV: -9.1
Kohn-Sham gap, hartree: 0.3114
Molar mass, g mol⁻¹: 170.7

Structure (XYZ):
```
15
C4H7ClOS2, DFT ωB97M-V with the def2-TZVPD basis set
C 0.72 0.42 -2.93
C 0.30 -0.14 -0.13
C -0.51 -0.76 1.02
C -1.06 0.33 2.02
H 0.35 0.78 -3.96
H 1.08 1.30 -2.32
H 1.58 -0.34 -3.14
H -1.38 -1.37 0.57
H 1.03 -1.00 2.13
H -0.14 0.67 2.79
H -1.93 -0.26 2.56
O 0.25 -1.58 1.95
S -0.45 -0.32 -1.69
S 1.87 0.51 0.16
Cl -1.70 1.78 0.97
```

***

Below is an isolated molecule of C13H10FN5OS in a non-equilibrium geometry, with properties calculated with ωB97M-V with the def2-TZVPD basis set.

E_HOMO, eV: -8.6
Kohn-Sham gap, hartree: 0.2957
Molar mass, g mol⁻¹: 303.3

Structure (XYZ):
```
31
C13H10FN5OS, DFT ωB97M-V with the def2-TZVPD basis set
O 2.69 -0.55 -2.53
F -3.20 -2.74 -4.51
N 0.33 1.46 4.14
N 1.38 -0.26 1.07
N -0.43 2.59 2.32
C -0.19 2.51 3.57
C 1.30 -0.04 -0.28
C -1.39 -3.21 -2.89
C -1.31 -1.22 -4.11
C -0.25 -2.84 -2.17
C -0.14 -0.85 -3.43
C 0.55 1.03 -0.76
C -2.01 -2.44 -3.87
C 0.43 -1.67 -2.52
C 0.90 0.55 3.37
C -0.06 1.91 0.19
C 0.90 0.66 1.94
C 0.17 1.74 1.51
N -0.79 3.52 4.19
N 1.34 -0.53 4.10
S 1.91 -1.30 -1.54
H -1.80 -4.14 -2.54
H -1.61 -0.69 -4.99
H 0.03 -3.52 -1.37
H 0.23 0.09 -3.78
H 0.57 1.13 -1.84
H -0.62 2.77 -0.15
H -0.25 3.84 4.93
H -1.04 4.20 3.49
H 1.57 -1.37 3.56
H 0.78 -0.62 4.90
```

***

Question: Among the records above, which one has the lowest Kohn-Sham gap?
Answer: C13H10FN5OS